(1)
61
Properties=species:S:1:pos:R:3:forces:R:3:lowdin_charge:R:1 method="wB97M-V/def2-TZVPD" lumo_energy_ev=-7.84 energy_ha=-7731.07777 orbital_gap_ha=0.2048 charge=+2
Pd 0.56472 -0.87959 -0.31491 0.059 0.806 -0.140 0.226
C 2.00317 1.96904 -2.06448 0.038 -0.102 0.050 -0.234
As 2.50149 0.54723 -0.83156 0.448 -0.173 -0.020 1.135
C 4.04829 -0.34070 -1.61366 -0.056 0.185 -0.112 -0.234
C 3.13999 1.40693 0.78232 -0.335 -0.233 0.184 -0.410
C 3.94694 2.53364 0.83284 0.086 -0.057 -0.056 -0.069
C 4.33106 3.03567 2.07007 -0.004 -0.007 0.054 -0.031
C 3.91609 2.42258 3.24516 0.025 0.042 -0.024 -0.034
C 3.10103 1.29940 3.20632 -0.039 -0.033 -0.003 -0.072
C 2.71228 0.80261 1.97020 -0.033 0.040 -0.358 -0.407
As 1.58453 -0.74541 1.74715 -0.191 0.183 0.305 1.092
C 0.30419 -0.81456 3.19784 0.293 0.010 0.098 -0.239
C 2.68833 -2.32735 1.89101 -0.046 0.005 0.085 -0.214
H 2.90749 2.50031 -2.36671 -0.020 -0.046 0.060 0.050
H 1.32064 2.65992 -1.57223 0.014 -0.065 0.020 0.037
H 1.53244 1.55192 -2.95470 0.016 -0.042 0.075 0.039
H 4.95840 0.22696 -1.41809 -0.083 0.022 0.043 0.048
H 3.90956 -0.41811 -2.69246 -0.038 -0.033 0.044 0.042
H 4.13363 -1.33897 -1.19005 0.000 0.017 0.007 0.024
H 4.28329 3.02811 -0.07068 -0.016 -0.028 -0.004 0.117
H 4.95677 3.91598 2.11882 0.005 0.017 -0.007 0.126
H 4.22084 2.82777 4.19972 0.013 0.008 0.019 0.125
H 2.77715 0.84160 4.13330 -0.008 -0.018 -0.025 0.115
H 0.85331 -0.98489 4.12757 -0.014 0.033 -0.059 0.055
H -0.38360 -1.64402 3.04369 0.088 0.013 -0.077 0.035
H -0.23822 0.12724 3.26541 0.034 -0.036 -0.055 0.036
H 3.40760 -2.16696 2.69636 -0.045 0.008 -0.029 0.058
H 3.21562 -2.49152 0.95310 -0.020 0.025 0.019 0.027
H 2.06562 -3.18981 2.12682 -0.001 0.034 -0.038 0.051
C 1.80774 -4.11592 -3.43968 0.005 0.014 0.007 -0.064
C 1.19650 -2.88060 -2.82852 -0.034 0.163 -0.103 -0.289
O 1.44607 -2.81150 -1.39899 -0.080 -0.171 -0.185 -0.208
H 1.64504 -4.12227 -4.51601 -0.016 0.008 -0.036 0.094
H 1.34775 -5.01936 -3.03706 -0.012 -0.034 0.019 0.089
H 2.88066 -4.15312 -3.25642 0.022 0.004 0.005 0.088
H 0.11394 -2.83635 -3.00191 0.148 -0.034 -0.005 0.116
H 1.65004 -1.97190 -3.23844 -0.061 -0.088 0.023 0.105
H 1.29880 -3.69809 -1.04882 -0.053 0.000 0.082 0.096
C -2.86266 -0.89903 1.49836 -0.088 0.036 -0.219 -0.268
As -1.75653 -0.02024 0.15858 -0.179 -0.434 0.424 1.085
C -1.69747 1.80562 0.82548 0.028 -0.030 -0.076 -0.273
C -2.92707 0.07758 -1.42331 0.077 -0.016 -0.159 -0.316
C -4.28409 0.61799 -1.09925 -0.116 0.073 0.119 -0.331
C -4.52583 1.99168 -1.13564 0.032 -0.143 0.008 -0.063
C -5.77287 2.49342 -0.80135 -0.074 -0.015 0.017 -0.062
C -6.79300 1.62947 -0.42565 0.048 -0.003 -0.017 -0.061
C -6.56449 0.26039 -0.39937 -0.050 0.046 -0.001 -0.061
C -5.31854 -0.24375 -0.73414 0.103 0.094 -0.029 -0.064
H -3.80385 -0.36578 1.63322 0.053 0.029 -0.101 0.043
H -2.33476 -0.92543 2.44509 0.020 0.008 0.053 -0.001
H -3.07107 -1.91771 1.17351 0.007 0.007 0.031 0.042
H -2.69863 2.12581 1.11333 0.015 -0.042 -0.026 0.042
H -1.32442 2.46912 0.04523 0.014 -0.013 0.030 0.029
H -1.03279 1.86529 1.68870 -0.038 -0.016 -0.052 0.016
H -2.98180 -0.93477 -1.82922 0.028 0.032 0.050 0.077
H -2.41764 0.70554 -2.15851 0.039 -0.048 0.060 0.077
H -3.74293 2.67213 -1.45011 0.034 0.001 -0.004 0.112
H -5.95289 3.55837 -0.84757 -0.015 0.024 0.008 0.113
H -7.76724 2.02078 -0.16976 -0.025 0.010 0.005 0.113
H -7.36232 -0.41725 -0.12961 -0.026 -0.010 0.010 0.114
H -5.15630 -1.31511 -0.73036 0.026 -0.025 0.002 0.115

=====

(2)
14
Properties=species:S:1:pos:R:3:forces:R:3:lowdin_charge:R:1 method="wB97M-V/def2-TZVPD" lumo_energy_ev=0.70 energy_ha=-303.84618 orbital_gap_ha=0.3765 charge=0
H -1.63814 -0.11045 1.76648 -0.363 0.102 0.554 0.046
N -0.73949 -0.27900 1.34852 0.076 0.259 -1.488 0.113
C -0.75707 0.15706 0.12452 -0.584 -0.208 1.068 -0.501
N -1.80672 0.80728 -0.44048 -3.036 0.946 0.121 0.099
C 0.42010 -0.02478 -0.74355 -0.360 1.579 -1.675 -0.170
C 1.64164 -0.33068 0.02507 1.820 1.699 0.489 -0.326
O 1.58118 -1.51206 0.77581 0.037 0.135 -0.425 -0.076
H -1.84623 1.22605 -1.38550 0.519 -0.739 1.141 0.112
H -2.72678 0.90315 0.09864 2.171 -0.265 -1.118 0.137
H 0.23290 -0.73890 -1.53491 -0.254 -0.650 0.043 0.124
H 0.56477 0.92527 -1.35731 0.010 -0.825 0.919 0.143
H 2.46588 -0.25645 -0.71988 -0.074 -0.828 0.782 0.123
H 1.81713 0.54968 0.71945 -0.075 -0.762 -0.563 0.132
H 0.79083 -1.31619 1.32314 0.114 -0.443 0.153 0.042

=====

(3)
55
Properties=species:S:1:pos:R:3:forces:R:3:lowdin_charge:R:1 method="wB97M-V/def2-TZVPD" lumo_energy_ev=-11.88 energy_ha=-1698.33873 orbital_gap_ha=0.1961 charge=+3
Ta -0.68520 0.84399 -1.33338 -0.461 -0.115 -0.089 2.029
O -1.72235 2.36914 -1.36024 0.301 -0.400 0.063 -0.219
C -2.82667 2.99011 -0.79835 0.115 0.131 -0.049 -0.249
C -3.31224 4.16335 -1.32480 0.079 0.041 -0.067 0.040
C -4.43545 4.73097 -0.73631 -0.027 -0.043 0.067 0.015
C -5.04280 4.12079 0.35800 0.032 0.019 -0.043 -0.001
C -4.53029 2.94501 0.87642 -0.034 0.011 0.025 0.024
C -3.39948 2.35334 0.30605 0.088 -0.141 0.048 -0.081
C -2.81298 1.13766 0.84291 -0.005 0.044 -0.013 -0.178
N -1.75409 0.41907 0.33848 -0.012 -0.042 0.011 -0.079
C -1.54893 -0.68367 1.19390 -0.018 0.019 0.011 -0.057
C -2.45124 -0.61331 2.18500 0.022 -0.003 -0.027 0.018
N -3.21444 0.51514 1.94421 -0.021 -0.026 0.052 0.181
H -2.81975 4.62486 -2.17052 -0.018 0.004 0.001 0.143
H -4.83453 5.65371 -1.13519 -0.011 0.000 0.009 0.139
H -5.91850 4.56557 0.80960 0.000 0.006 -0.006 0.137
H -5.02948 2.49286 1.72399 -0.004 0.009 -0.003 0.128
H -0.76968 -1.40488 1.02252 0.003 0.002 0.010 0.118
H -2.62000 -1.25156 3.03610 -0.011 0.007 -0.002 0.154
H -3.96548 0.83094 2.54396 -0.007 0.008 -0.014 0.188
C 3.68999 0.78501 2.61744 -0.010 -0.014 -0.014 -0.060
C 4.20343 -0.62156 2.31212 0.020 0.006 0.018 -0.557
C 5.67711 -0.52781 1.88052 -0.008 -0.018 -0.029 -0.020
C 4.08802 -1.47971 3.58323 -0.006 0.004 -0.009 -0.023
C 3.41045 -1.29020 1.19866 0.016 -0.014 0.002 -0.123
C 3.76413 -2.59955 0.79052 -0.010 0.012 0.001 0.033
C 3.11091 -3.27960 -0.21087 -0.006 -0.009 -0.035 -0.014
C 2.05230 -2.62669 -0.84137 0.033 -0.032 0.000 -0.408
S 1.04064 -3.19052 -2.13382 0.090 -0.017 0.054 1.309
C 0.18405 -1.75464 -2.13428 -0.040 -0.052 -0.068 -0.533
N 0.60130 -0.84863 -1.21037 -0.035 0.485 0.088 -0.121
C 1.68406 -1.33879 -0.45842 -0.100 0.043 -0.058 -0.293
C 2.35288 -0.66325 0.55730 -0.021 0.001 -0.009 0.037
C -0.95427 -1.42912 -2.99912 -0.101 0.072 -0.045 -0.229
C -1.36430 -2.23414 -4.04414 0.038 -0.020 0.026 0.017
C -2.46172 -1.85432 -4.81656 0.000 0.000 -0.005 0.046
C -3.16243 -0.67463 -4.56305 -0.040 0.020 -0.026 0.004
C -2.77379 0.15055 -3.52773 0.071 -0.056 0.013 -0.032
C -1.65951 -0.20364 -2.74028 0.090 0.035 0.058 -0.245
H 4.28837 1.21745 3.41770 -0.004 0.003 0.004 0.102
H 2.65177 0.77524 2.96200 0.006 0.006 0.005 0.086
H 3.78096 1.45087 1.75517 0.004 -0.001 0.005 0.090
H 6.25413 -0.04960 2.67150 0.000 0.002 0.000 0.103
H 5.78924 0.06594 0.97165 -0.002 0.008 0.010 0.099
H 6.11783 -1.50882 1.70283 0.002 0.003 0.012 0.088
H 4.65827 -1.01191 4.38540 -0.002 -0.003 0.002 0.103
H 4.48816 -2.48364 3.44188 0.002 0.004 0.001 0.088
H 3.05027 -1.56661 3.91166 0.005 0.001 0.002 0.094
H 4.59150 -3.09141 1.28317 -0.004 0.002 0.004 0.133
H 3.41396 -4.27718 -0.49907 0.003 0.002 0.007 0.137
H 2.06298 0.34391 0.83587 0.009 -0.001 0.008 0.103
H -0.84294 -3.15540 -4.27525 -0.009 -0.001 -0.005 0.130
H -2.77460 -2.49219 -5.63371 0.001 -0.002 0.002 0.145
H -4.00833 -0.40772 -5.18242 0.003 -0.004 0.000 0.140
H -3.31120 1.06920 -3.33052 -0.005 0.003 0.000 0.120